Entry from the OMol25 dataset: a structure of composition C31H26Br3N5O10 (ωB97M-V/def2-TZVPD).

Values from the calculation:
energy relative to the best compared isomer or geometry (same formula, charge and spin) = 552.21 kcal per mole
E = -9943.77438 hartree
largest force on an atom = 8.8 eV Å⁻¹
Kohn-Sham gap = 5.6 eV

Each line ends with the Mulliken charge.
Cartesian coordinates (Å):
C: 25.006 -2.174 12.779  2.34
Br: 26.600 -3.328 12.237  0.28
Br: 23.304 -3.163 12.400  -0.10
Br: 25.006 -0.427 11.856  0.25
H: 25.096 -1.971 13.846  -2.35
C: 25.714 -2.732 18.754  -0.98
C: 26.460 -2.363 17.656  -1.38
C: 26.064 -2.876 16.425  0.03
C: 24.921 -3.661 16.242  -0.42
C: 24.077 -3.893 17.353  -0.38
C: 24.612 -3.557 18.612  -0.99
N: 24.624 -4.295 14.906  1.08
O: 25.233 -3.970 13.887  0.07
O: 23.824 -5.207 14.871  -0.71
H: 25.968 -2.385 19.745  0.46
H: 27.389 -1.840 17.826  1.66
H: 26.717 -2.622 15.603  0.56
H: 23.342 -4.684 17.355  0.49
H: 24.147 -3.983 19.489  0.45
C: 27.705 -0.221 18.782  -0.62
C: 28.516 -0.544 17.716  -0.63
C: 27.996 -0.612 16.437  -0.14
C: 26.703 -0.235 16.180  -0.22
C: 25.865 0.218 17.247  -0.25
C: 26.398 0.167 18.528  -0.88
N: 26.188 -0.259 14.770  0.77
O: 25.038 -0.554 14.574  0.22
O: 26.932 0.155 13.893  -0.69
H: 28.090 -0.054 19.777  0.48
H: 29.545 -0.803 17.918  0.45
H: 28.569 -0.916 15.573  0.51
H: 24.878 0.500 16.909  0.51
H: 25.740 0.617 19.256  0.44
C: 25.704 -5.941 14.011  -0.60
C: 25.813 -7.232 14.469  -0.59
C: 27.022 -7.891 14.608  -0.71
C: 28.163 -7.228 14.235  -0.24
C: 28.134 -5.886 13.849  -0.35
C: 26.903 -5.268 13.721  0.22
N: 29.460 -7.962 14.151  1.09
O: 30.399 -7.290 13.841  -0.63
O: 29.408 -9.116 14.423  -0.65
H: 24.718 -5.590 13.744  -0.03
H: 24.922 -7.789 14.719  0.44
H: 27.048 -8.878 15.047  0.47
H: 29.027 -5.309 13.657  0.56
H: 26.796 -4.247 13.384  0.76
C: 26.395 -0.566 10.136  -0.21
C: 26.401 -1.087 8.825  -0.92
C: 27.175 -2.214 8.568  -0.77
C: 28.038 -2.733 9.576  -0.44
C: 28.112 -2.097 10.828  -0.05
C: 27.267 -1.072 11.109  -1.37
N: 28.877 -3.895 9.400  1.07
O: 29.122 -4.399 8.303  -0.65
O: 29.335 -4.374 10.396  -0.59
H: 25.727 0.265 10.312  0.28
H: 25.741 -0.684 8.071  0.43
H: 27.155 -2.553 7.543  0.50
H: 28.775 -2.577 11.532  0.85
H: 27.336 -0.639 12.096  1.55
C: 22.362 0.932 12.456  -0.84
C: 22.030 -0.429 12.469  -0.06
C: 22.329 -1.214 13.603  -0.66
C: 23.004 -0.676 14.737  0.74
C: 23.321 0.706 14.702  -0.26
C: 22.979 1.449 13.597  -0.73
N: 23.424 -1.496 15.861  0.91
O: 23.857 -1.019 16.860  -0.64
O: 23.386 -2.713 15.691  -0.52
H: 22.146 1.612 11.645  0.45
H: 21.562 -0.881 11.607  0.35
H: 21.948 -2.223 13.551  0.57
H: 23.851 1.147 15.533  0.57
H: 23.218 2.500 13.544  0.41